(1)
The following is a DFT calculation (ωB97M-V with the def2-TZVPD basis set) of a cluster of 5 separate species, C39H67ClF12N3O11P2S in total at a distorted geometry.

The charge is +1. The orbital gap is 8.25 eV. As for the HOMO energy: -11.535 eV. For the strongest force on any atom, the calculation gives 2.93 eV Å⁻¹.

```
136
Properties=species:S:1:pos:R:3:lowdin_charge:R:1
C -3.1998 5.4831 5.3160 -0.11
C -2.4989 4.1749 5.7096 -0.28
C -2.9739 3.6492 7.0677 -0.21
C -1.9148 2.7801 7.7943 -0.19
C -2.4883 1.4498 8.3471 -0.18
C -1.9553 0.2151 7.5874 -0.20
C -3.0528 -0.5338 6.8136 -0.17
C -2.4074 -1.3984 5.6949 -0.18
C -2.1582 -0.4627 4.5116 -0.11
C -1.5843 -1.0781 3.1925 -0.27
C -2.7534 -1.8755 2.5823 -0.21
N -3.9123 -1.0418 2.2194 0.05
C -1.1653 0.2129 2.4833 -0.15
C -1.9602 1.1276 1.6258 -0.15
O -1.1820 1.6553 0.5617 -0.24
C -1.6484 1.2645 -0.7384 -0.28
C -0.4536 1.3851 -1.6913 -0.06
N 0.0638 0.4154 2.7754 -0.12
P 1.1132 1.7716 2.3342 0.48
S 0.2599 3.4949 2.5744 0.25
C 0.7076 -0.6492 3.6091 -0.25
C 0.9735 -0.3168 5.0848 -0.14
C 2.3565 -0.6927 5.6199 -0.23
C 3.5454 0.0201 4.9559 -0.10
C -0.2189 -1.8496 3.2393 -0.40
N -0.0065 -2.8847 4.2670 -0.08
C 1.3050 -3.5658 4.1866 -0.07
C -0.9887 -3.9434 4.2890 -0.51
C -1.3395 -4.4906 5.6681 0.02
O -1.4757 -4.4428 3.3373 0.12
P 0.3747 -2.6245 1.5843 0.72
O 1.9534 -2.1529 1.4143 -0.34
Cl -0.5717 -1.6088 0.0485 0.45
H -2.9137 6.3025 5.9673 0.07
H -4.2754 5.3146 5.3546 0.07
H -2.9648 5.7241 4.2822 0.06
H -2.7017 3.4554 4.9135 0.09
H -1.4240 4.3609 5.7361 0.10
H -3.8988 3.0842 6.9468 0.10
H -3.2354 4.5149 7.6750 0.11
H -1.0696 2.6091 7.1260 0.09
H -1.5363 3.4016 8.6025 0.10
H -2.2029 1.4184 9.3942 0.10
H -3.5733 1.4990 8.2865 0.10
H -1.4801 -0.4392 8.3183 0.11
H -1.1588 0.5608 6.9279 0.07
H -3.5441 -1.1721 7.5428 0.12
H -3.7166 0.2119 6.3805 0.11
H -3.1469 -2.1617 5.4673 0.11
H -1.5129 -1.8225 6.1349 0.09
H -1.5345 0.3478 4.8902 0.11
H -3.1116 0.0136 4.2970 0.13
H -3.0757 -2.5800 3.3398 0.10
H -2.4729 -2.4892 1.7304 0.08
H -4.7291 -1.4312 2.6738 0.09
H -4.1021 -1.1423 1.2288 0.06
H -2.8527 0.6779 1.2102 0.11
H -2.2918 1.9770 2.2318 0.14
H -2.4113 1.9698 -1.0697 0.13
H -2.0075 0.2417 -0.7695 0.03
H 0.1187 0.4613 -1.6911 0.04
H -0.7475 1.6885 -2.6899 0.08
H 0.1971 2.1545 -1.2766 0.08
H 1.5656 1.5346 1.0213 0.01
H 2.1822 1.6896 3.2352 -0.02
H 1.7132 -0.6746 3.1793 0.09
H 0.2330 -0.7161 5.7664 0.09
H 0.8929 0.7731 5.1829 0.12
H 2.3627 -0.3900 6.6666 0.12
H 2.5678 -1.7584 5.6247 0.09
H 3.6672 -0.3854 3.9471 0.07
H 3.4452 1.0997 4.9187 0.07
H 4.4484 -0.2817 5.4755 0.08
H 1.2948 -4.4605 3.5625 0.09
H 1.5403 -3.9249 5.1903 0.10
H 2.1199 -2.9116 3.9012 0.07
H -0.7746 -3.9772 6.4441 0.08
H -1.0432 -5.5343 5.6936 0.09
H -2.3993 -4.3748 5.8582 0.09
H 2.4863 -2.9566 1.5028 0.06
C -3.7612 -1.8250 -5.2487 -0.05
C -4.2123 -0.4077 -4.9648 -0.17
O -5.1759 -0.3678 -3.8877 0.05
C -4.6976 -0.5110 -2.6689 -0.39
O -3.5450 -0.6685 -2.3700 0.14
C -5.8387 -0.4126 -1.6467 -0.52
F -6.8686 -1.1997 -1.9764 0.18
F -6.2910 0.8479 -1.5610 0.17
F -5.4214 -0.7791 -0.4204 0.14
H -4.6215 -2.4628 -5.4560 0.09
H -3.0875 -1.8489 -6.1030 0.06
H -3.2425 -2.2566 -4.3932 0.08
H -4.7155 -0.0017 -5.8392 0.13
H -3.3720 0.2495 -4.7413 0.12
C 3.8978 1.8727 -5.2110 -0.06
C 2.9018 0.7722 -4.9115 -0.19
O 1.6025 1.0629 -5.4654 0.03
C 1.4780 0.8869 -6.7773 -0.40
O 2.3324 0.5085 -7.5225 0.18
C 0.0434 1.2114 -7.2159 -0.53
F -0.3723 2.3939 -6.7286 0.16
F -0.8159 0.2691 -6.7780 0.15
F -0.0604 1.2671 -8.5444 0.17
H 3.5191 2.8330 -4.8572 0.09
H 4.8472 1.6672 -4.7283 0.07
H 4.0720 1.9709 -6.2809 0.08
H 2.7558 0.6891 -3.8356 0.12
H 3.2503 -0.1975 -5.2674 0.13
C 9.1875 1.2366 -1.2809 -0.06
C 10.0379 1.7289 -2.4331 -0.19
O 9.4425 1.4120 -3.7062 0.04
C 8.4169 2.1669 -4.0790 -0.40
O 7.9478 3.0783 -3.4611 0.17
C 7.9196 1.7234 -5.4621 -0.53
F 7.7380 0.3916 -5.5209 0.16
F 8.8047 2.0510 -6.4169 0.17
F 6.7542 2.3046 -5.7691 0.15
H 8.9994 0.1663 -1.3783 0.08
H 9.6877 1.4250 -0.3318 0.08
H 8.2186 1.7344 -1.2623 0.07
H 11.0018 1.2250 -2.4219 0.13
H 10.2297 2.7995 -2.3670 0.13
C 0.2813 -1.1277 -11.7309 -0.06
C 0.0153 -2.6187 -11.7324 -0.19
O -0.5358 -3.0604 -10.4751 0.03
C -1.8165 -2.7839 -10.2671 -0.40
O -2.5509 -2.2145 -11.0197 0.17
C -2.2506 -3.3348 -8.9017 -0.52
F -1.3890 -2.9833 -7.9265 0.15
F -2.3090 -4.6774 -8.9171 0.17
F -3.4578 -2.8782 -8.5530 0.16
H 0.9277 -0.8573 -10.8945 0.08
H 0.7599 -0.8263 -12.6618 0.09
H -0.6416 -0.5598 -11.6212 0.08
H 0.9508 -3.1607 -11.8538 0.13
H -0.6403 -2.9139 -12.5514 0.13
```

=====

(2)
The following is a DFT calculation (ωB97M-V with the def2-TZVPD basis set) of a cluster of 10 separate species, C39H69BBr2N3O29 in total at a distorted geometry.

The charge is -1. The orbital gap is 7.33 eV. As for the HOMO energy: -5.399 eV. For the strongest force on any atom, the calculation gives 5.77 eV Å⁻¹.

```
143
Properties=species:S:1:pos:R:3:lowdin_charge:R:1
O 5.3420 1.1824 -0.5315 0.11
C 4.2472 1.3872 -1.0057 -0.37
O 3.1218 0.8334 -0.7052 0.23
B 1.9764 1.5097 -1.3946 -0.87
O 2.6177 2.3491 -2.4270 0.23
C 3.9472 2.3222 -2.2686 -0.31
O 4.7672 2.9318 -2.9361 0.11
O 1.2010 2.2812 -0.4180 0.27
C -0.0262 1.9792 -0.4667 -0.39
O -0.9147 2.4704 0.2301 0.16
C -0.2400 0.9272 -1.5141 -0.34
O 0.9685 0.6381 -1.9304 0.23
O -1.2940 0.3538 -1.7981 0.11
C -3.3960 4.0481 -2.5940 -0.16
O -3.1880 4.2557 -1.2365 -0.17
C -4.0320 3.3929 -0.4044 -0.18
C -4.1852 3.8616 1.0299 -0.22
N -2.9269 3.9540 1.7729 -0.03
C -3.2077 4.4086 3.1448 -0.20
C -1.9071 4.7060 3.8293 -0.25
O -1.2136 5.7748 3.2286 -0.17
C -0.4155 6.5087 4.1589 -0.10
H -2.9493 4.8901 -3.1251 0.08
H -4.4406 4.1433 -2.9091 0.07
H -2.9822 3.0980 -2.9393 0.08
H -3.5829 2.3981 -0.4339 0.10
H -5.0222 3.3385 -0.8627 0.11
H -4.8413 3.1570 1.5556 0.11
H -4.7329 4.8017 1.1214 0.11
H -2.6086 2.9927 1.8295 0.07
H -3.7327 3.5833 3.6370 0.11
H -3.8624 5.2813 3.1630 0.12
H -1.3166 3.7866 3.7876 0.09
H -2.0404 4.8383 4.9073 0.11
H -1.0312 6.6923 5.0412 0.08
H -0.0704 7.4434 3.7181 0.08
H 0.4914 5.9436 4.3861 0.08
C -5.3472 -3.1763 4.9978 -0.12
O -4.4938 -2.1614 5.4555 -0.23
C -3.1191 -2.6404 5.6093 -0.18
C -2.4669 -1.4491 6.3400 -0.18
N -2.4405 -0.2649 5.4132 -0.04
C -1.3651 -0.4016 4.4479 -0.23
C -1.2672 0.8076 3.4991 -0.17
O -2.2104 0.9960 2.4275 -0.22
C -2.4191 -0.0639 1.5202 -0.09
H -6.3796 -2.8840 4.8116 0.09
H -5.1442 -4.0850 5.5662 0.08
H -5.0173 -3.3274 3.9630 0.08
H -2.7668 -2.8159 4.5920 0.11
H -3.1438 -3.5627 6.1925 0.11
H -1.4356 -1.7209 6.5716 0.11
H -3.0202 -1.2567 7.2578 0.11
H -3.3432 -0.3960 4.9721 0.09
H -1.2857 -1.3421 3.8971 0.10
H -0.4493 -0.3480 5.0410 0.11
H -0.3720 0.7084 2.8785 0.10
H -1.2030 1.7269 4.0779 0.11
H -1.4618 -0.4863 1.2034 0.07
H -2.9350 0.3622 0.6611 0.08
H -2.9924 -0.9144 1.8976 0.08
C -5.3475 -3.9314 -0.8726 -0.10
O -4.2996 -2.9855 -0.7256 -0.18
C -3.6919 -2.5512 -1.9142 -0.23
C -3.0194 -3.6101 -2.7334 -0.21
N -1.9591 -4.3139 -1.9669 -0.02
C -1.4176 -5.4523 -2.7047 -0.22
C -2.3957 -6.6161 -2.8831 -0.19
O -3.1531 -6.8242 -1.6811 -0.20
C -2.4348 -7.2882 -0.5854 -0.13
H -6.0872 -3.6326 -1.6200 0.09
H -5.7484 -4.0257 0.1344 0.09
H -4.9677 -4.8704 -1.2816 0.07
H -2.9551 -1.7775 -1.6896 0.11
H -4.4261 -2.0149 -2.5232 0.13
H -2.6758 -3.2381 -3.6982 0.11
H -3.8276 -4.3229 -2.9269 0.10
H -2.4681 -4.7177 -1.1902 0.08
H -0.5171 -5.7904 -2.1880 0.11
H -0.9978 -5.1268 -3.6585 0.11
H -1.8631 -7.5406 -3.1182 0.12
H -3.1142 -6.4630 -3.6875 0.12
H -1.7205 -6.5779 -0.1556 0.08
H -1.7927 -8.1330 -0.8486 0.09
H -3.0263 -7.5218 0.2994 0.09
Br 7.0021 -1.9214 -3.9158 0.58
C 7.9784 -0.3067 -4.4661 -0.64
C 7.6522 0.7650 -3.4112 -0.63
Br 8.7062 0.5264 -1.7239 0.61
H 7.5302 -0.1243 -5.4417 0.05
H 9.0028 -0.6314 -4.6333 0.05
H 6.5911 0.8682 -3.1962 0.03
H 8.0024 1.7203 -3.8018 0.05
C 1.3822 3.6622 -5.4025 -0.15
C 2.4836 4.4936 -4.8004 -0.14
O 1.8327 5.0777 -3.7070 0.09
C 0.6802 4.4385 -3.4615 -0.56
O -0.0289 4.5976 -2.4994 0.17
O 0.3227 3.6420 -4.4852 0.08
H 1.8553 2.6896 -5.5533 0.12
H 1.0557 3.9784 -6.3936 0.13
H 2.7453 5.2440 -5.5494 0.13
H 3.4061 3.9950 -4.5077 0.11
C 2.3786 2.1060 4.1948 -0.13
C 3.2223 1.9221 2.9230 -0.11
O 2.7684 2.9602 2.0895 0.05
C 1.6150 3.4933 2.5927 -0.52
O 0.9044 4.2604 1.9620 0.17
O 1.3448 2.9380 3.7692 0.06
H 2.8937 2.5405 5.0538 0.12
H 2.0907 1.1328 4.5961 0.12
H 3.0668 0.9763 2.4046 0.12
H 4.2518 2.1354 3.2108 0.13
C -0.5962 -0.1954 -4.9940 -0.11
C -0.2243 -1.5799 -4.4431 -0.15
O 1.1081 -1.7163 -4.7881 0.07
C 1.6623 -0.4816 -4.8951 -0.53
O 2.8106 -0.1694 -4.9704 0.16
O 0.6554 0.4298 -5.0461 0.05
H -1.2629 0.3046 -4.2917 0.12
H -1.0976 -0.2660 -5.9598 0.13
H -0.7735 -2.3272 -5.0185 0.12
H -0.3813 -1.7665 -3.3805 0.11
C 0.9854 -2.2322 -0.4459 -0.12
C 2.4564 -2.2393 -0.0834 -0.07
O 2.4951 -1.6062 1.2032 0.07
C 1.2960 -1.5793 1.7199 -0.55
O 0.9985 -1.2906 2.8560 0.14
O 0.3830 -1.8380 0.7532 0.07
H 0.6738 -3.2350 -0.7454 0.12
H 0.7948 -1.7129 -1.3861 0.11
H 3.0842 -1.6791 -0.7742 0.13
H 2.8079 -3.2629 0.0480 0.14
C 5.8504 -1.0576 1.5547 -0.08
C 6.5954 -1.6140 0.3224 -0.14
O 6.6413 -2.9978 0.6053 0.07
C 5.7270 -3.2681 1.5364 -0.60
O 5.4615 -4.4427 1.8273 0.09
O 5.1616 -2.2076 2.0428 0.08
H 5.1557 -0.3066 1.1833 0.10
H 6.5154 -0.6890 2.3346 0.14
H 7.6084 -1.2115 0.3122 0.08
H 6.1367 -1.3834 -0.6387 0.10
```

=====

Q: Look up the charge of the second one.
A: -1

=====

Q: Which value of orbital gap does entry 1 give?
A: 8.25 eV